[1]
Here is a structure of composition C23H37AlINO5P in a non-equilibrium geometry from the Open Molecules 2025 dataset. Energies are from wB97M-V/def2-TZVPD.

Results
- HOMO energy (eV) = -3.5072
- energy relative to the best compared isomer or geometry (same formula, charge and spin) (kcal per mole) = 0.0
- net charge = -1
- maximum force (hartree/bohr) = 0.059
- 2S+1 = 1

Atoms and positions in Å:
H 5.44 2.78 -1.35
C -0.15 2.83 -0.41
O -1.03 -2.27 2.45
C 3.04 2.17 -5.23
I -1.55 -1.18 6.06
H -3.00 4.58 -0.80
C 0.84 0.86 -5.50
C -2.26 3.79 -0.90
C 0.53 0.55 -1.31
O 3.94 1.90 0.44
C -4.24 -4.06 4.94
C 0.09 -0.31 2.89
C -0.65 -1.09 1.76
C 1.00 0.01 0.08
H 1.37 -0.85 4.51
H 0.80 2.92 0.11
H 3.94 2.19 -4.62
P -4.35 -2.68 3.70
H 4.90 0.19 1.99
H 2.53 3.12 -5.15
H 0.15 -0.26 -1.93
H -3.48 2.63 -2.20
H 2.04 -1.15 2.80
C -1.63 1.68 -1.83
C 5.66 0.49 1.26
O -5.50 -1.57 4.30
O 2.45 0.35 -3.83
C 5.08 1.52 0.33
H -0.78 4.72 0.35
H 0.23 1.76 -5.42
C -0.41 1.72 -1.16
H 5.98 -0.39 0.70
H 1.42 0.93 -1.82
C 0.32 -1.28 0.59
C -2.02 -0.41 1.39
C -1.04 3.87 -0.27
Al -2.28 -1.52 3.59
H -1.99 -4.00 0.68
C 1.21 -0.80 3.43
H -1.57 -1.74 -1.78
N -3.07 -1.34 0.96
H -1.85 0.83 -2.45
H 0.97 0.85 0.78
H 1.04 0.63 -6.55
H -5.00 -0.78 4.55
H -1.87 0.49 0.77
H -5.26 -4.41 5.14
H 2.07 -0.23 -0.04
H -3.10 -2.52 -2.10
H -0.26 0.66 3.24
H -3.15 -0.82 -1.66
C -2.62 -1.76 -1.47
H 6.32 1.24 -1.41
H -3.82 -3.74 5.91
C 2.14 1.05 -4.76
H 6.52 0.91 1.80
C -2.53 2.71 -1.69
H -3.28 -4.20 -0.61
H 6.86 2.54 -0.31
H -0.15 -1.79 -0.27
H -3.71 -3.76 1.04
H 3.33 2.00 -6.27
C -2.87 -2.15 -0.01
H 1.11 -1.95 0.94
C 5.99 2.05 -0.76
C -2.93 -3.64 0.27
H -3.70 -4.91 4.51
H 0.30 0.03 -5.05
O -2.52 0.04 2.66

=====

[2]
Here is a structure of composition C23H37AsFeN7O2S5 in a non-equilibrium geometry from the Open Molecules 2025 dataset. Energies are from wB97M-V/def2-TZVPD.

Results
- expectation value of S² = 8.767
- HOMO energy (alpha / beta) (eV) = -1.4953 / -1.4829
- energy relative to the best compared isomer or geometry (same formula, charge and spin) (kcal per mole) = 122.4
- net charge = -2
- maximum force (hartree/bohr) = 0.041
- 2S+1 = 6

Atoms and positions in Å:
S -4.03 6.03 -0.13
N 0.51 4.17 3.10
S -3.98 2.94 1.70
H -3.05 -0.15 -5.31
C -4.55 -0.85 -0.98
C 0.37 -0.46 -2.22
H -0.40 -2.63 1.63
C 5.62 -0.85 -1.63
C 5.24 -0.62 -0.15
H -3.97 0.11 0.86
H -5.48 -0.92 -1.57
O -1.83 -0.06 -0.23
H -1.29 -3.68 2.76
C 1.41 5.10 3.16
C 0.45 -1.95 -1.85
N 2.21 5.93 3.33
C -1.11 -0.21 -2.53
H -1.50 -1.69 4.34
H 5.72 0.30 0.21
H 5.61 -1.46 0.44
H 5.43 -3.02 -1.59
H 5.57 1.26 -2.14
C 1.02 0.59 -1.27
H 3.95 -2.17 -2.02
H 3.38 1.48 -0.55
C 3.11 0.73 0.19
N 1.86 -1.20 0.42
H -5.69 -0.23 0.76
C 1.44 0.60 4.60
H 1.79 1.23 5.42
H -0.65 0.38 5.24
H -4.80 -0.47 -3.60
H -4.14 -2.97 -1.29
H -3.25 -2.22 0.05
C 0.08 3.34 2.26
H -0.08 -2.51 -2.63
N 3.09 -1.52 0.31
H 0.26 1.32 -1.02
H -2.10 -2.30 1.99
H 1.48 -2.32 -1.81
Fe -2.20 1.77 0.73
H -4.98 -2.61 0.24
C -1.16 -2.65 2.42
C -3.46 -0.42 -1.95
C -2.12 -0.21 -1.52
H 6.72 -0.92 -1.66
C 5.18 0.31 -2.51
C -3.76 -0.37 -3.29
S -0.59 -0.05 2.86
H -0.31 1.82 4.26
H 1.97 0.90 3.69
H 4.09 0.37 -2.55
H 5.26 -2.30 -3.20
S -5.77 3.33 -1.40
H -0.03 -2.14 -0.89
C -4.82 0.10 0.19
H 5.54 0.17 -3.54
C -1.46 -0.18 -3.87
H 1.70 -0.44 4.83
N 1.72 0.24 0.05
O -2.01 0.38 2.63
As -4.06 3.92 -0.29
C 5.04 -2.16 -2.14
H -0.68 -0.17 -4.62
C -0.06 0.77 4.41
H 1.13 0.69 0.77
N -0.36 2.46 1.62
C -0.75 -1.73 3.56
N 3.84 -0.49 0.09
H 1.79 1.12 -1.84
H -5.01 1.11 -0.18
H 0.22 -2.01 3.98
S -2.22 3.14 -1.22
H 0.90 -0.35 -3.17
C -2.79 -0.20 -4.26
C -4.21 -2.25 -0.46

=====

[3]
Here is a structure of composition C23H37BBr39FIN2O13P3S in a non-equilibrium geometry from the Open Molecules 2025 dataset. Energies are from wB97M-V/def2-TZVPD.

Results
- HOMO energy (eV) = -7.6513
- maximum force (hartree/bohr) = 0.200
- 2S+1 = 1

Atoms and positions in Å:
H 4.53 -2.25 5.87
C -1.08 -0.68 -8.26
O 0.53 3.16 2.27
H 5.61 0.75 1.27
H 0.60 4.48 -1.80
Br 3.06 -0.53 4.81
H 4.80 3.63 -2.12
H 5.18 -1.06 1.25
Br -3.23 -6.34 -1.95
H 2.60 4.10 -2.32
C -1.51 4.09 -1.86
H -0.53 -1.61 -8.42
H 4.97 1.08 -0.91
Br -6.16 -1.81 -5.88
O 3.56 4.51 -0.03
C 2.77 2.92 -2.30
N 4.24 2.87 -2.56
O 3.37 -2.84 0.77
Br -5.59 -4.15 -1.68
O 1.88 -3.07 -1.46
Br -0.31 -8.95 1.71
Br -2.26 2.54 -3.64
Br -3.96 -5.09 0.94
P 2.62 -0.19 -2.65
H -1.39 -6.70 1.73
H 3.97 0.20 1.92
Br -6.28 3.54 2.12
Br -4.57 1.54 -5.65
Br 0.43 2.13 7.13
C 4.20 0.29 -0.47
S -0.51 0.96 -0.90
H -5.73 -4.09 -4.98
H -3.25 3.81 -0.93
Br -6.80 4.65 5.11
Br -0.56 6.88 -5.96
Br -2.33 1.72 2.22
H 0.10 2.98 -2.99
C 1.60 -0.43 -0.11
Br -0.67 -0.09 -6.45
C -3.22 -2.69 8.47
C 7.08 -5.87 5.70
C 0.55 2.50 -0.69
C -7.22 3.26 3.81
H -1.68 4.66 -2.90
C -3.88 -4.78 -0.98
C 4.69 0.02 1.04
C -0.04 3.47 -1.92
H -4.34 1.52 3.69
H 4.61 -0.67 -3.67
C 2.20 2.21 -0.88
Br -2.59 -3.26 6.72
Br -0.65 6.04 -9.07
H -2.13 1.02 -5.61
Br 5.38 -6.48 6.42
H -2.76 -3.35 9.21
Br -0.47 0.60 -9.59
H 4.44 2.69 1.79
H 4.01 4.37 -4.14
Br 7.09 -5.86 3.76
C 2.64 0.58 -0.85
C -2.68 1.95 -5.44
P 1.99 -2.30 -0.10
H 3.11 3.55 2.27
C -6.06 -8.44 0.61
Br 1.59 4.79 -7.12
Br 2.63 -3.70 5.14
Br -3.50 -3.05 -4.55
H 2.22 2.55 -3.26
H -6.06 -7.84 -0.30
Br -2.63 -0.88 8.89
O 0.29 -0.51 -0.84
H 1.56 0.28 -4.56
F 4.70 -0.99 -1.13
H 5.52 3.14 -4.33
Br -2.12 2.51 9.06
Br -2.96 -0.34 4.62
Br 0.79 -6.13 2.82
O 1.26 0.18 -3.60
P 0.09 3.56 0.83
H 3.80 2.50 -4.75
Br -2.85 2.82 5.20
O 0.50 5.29 0.66
Br -5.14 -2.88 8.64
O -1.27 0.89 -2.29
H 1.15 7.16 -7.75
C -3.27 1.44 3.90
O -2.70 3.32 -1.63
C 3.93 -2.26 4.95
I 1.04 -0.11 1.96
H 0.04 5.72 1.46
H -1.79 4.17 2.03
C -0.19 2.70 8.88
Br -2.97 -1.09 -8.46
O -1.66 3.64 1.16
C -5.11 -3.42 -5.58
Br -6.91 1.48 4.52
H -1.54 4.99 -1.07
Br 0.40 4.51 9.30
H 4.57 4.53 -0.03
H -3.16 -3.98 -1.14
Br -4.22 -8.56 1.22
O 0.62 -2.97 0.84
H -8.29 3.34 3.59
C 0.48 6.33 -7.51
Br 5.15 -2.58 3.47
O 3.97 0.12 -3.63
H 7.84 -6.59 6.02
H 3.89 -3.45 0.17
Br -6.78 -10.19 0.14
Br -4.71 -4.34 -7.24
Br 0.04 -6.45 -0.30
H 0.42 -3.89 0.45
N 3.39 2.74 1.66
C 4.36 3.25 -4.05
C -0.36 -7.01 1.52
Br -2.07 3.23 -6.78
B 3.08 3.11 0.23
O -1.71 0.86 0.12
Br -7.20 -7.53 1.90
H 0.26 2.04 9.62
Br 7.60 -4.14 6.44